Below is C86H185N5O11P2 as an isolated structure at a distorted geometry, with properties calculated with wB97M-V/def2-TZVPD.

Atoms and positions in Å:
1 C -7.1719 2.0894 1.0346
2 C -6.8350 1.7299 2.4837
3 C -6.5084 0.2591 2.7618
4 C -5.2461 -0.3271 2.0496
5 N -4.9244 -1.8241 2.2892
6 C -4.3801 -2.1078 3.6568
7 C -3.4326 -3.3017 3.4623
8 C -3.1357 -3.4307 1.9675
9 C -3.7968 -2.2114 1.3224
10 C -6.1184 -2.6961 2.0316
11 H -7.9222 1.3882 0.6692
12 H -6.3833 2.1394 0.2838
13 H -7.5991 3.0890 1.1147
14 H -7.5733 2.0423 3.2223
15 H -5.9369 2.2548 2.8092
16 H -7.3989 -0.2689 2.4207
17 H -6.4916 0.1517 3.8463
18 H -4.3462 0.2790 2.1538
19 H -5.4317 -0.2121 0.9817
20 H -5.3081 -2.2962 4.1967
21 H -3.8388 -1.2501 4.0561
22 H -3.8654 -4.1959 3.9107
23 H -2.4907 -3.0766 3.9626
24 H -3.5927 -4.3981 1.7591
25 H -2.0563 -3.4738 1.8217
26 H -4.2785 -2.4253 0.3683
27 H -3.1204 -1.3678 1.1849
28 H -6.9815 -2.2951 2.5630
29 H -5.8969 -3.7350 2.2762
30 H -6.2932 -2.6014 0.9599
31 C -1.0900 -2.7062 -5.1239
32 C -1.2356 -3.5376 -6.3292
33 C -0.1392 -3.0910 -7.4138
34 C -0.1669 -1.5848 -7.8562
35 N 1.0695 -1.2698 -8.7079
36 C 2.3642 -1.5731 -7.9384
37 C 3.3673 -0.5969 -8.4265
38 C 2.4260 0.6348 -8.4073
39 C 1.0596 0.2862 -8.8882
40 C 1.1127 -2.0638 -9.9928
41 H -1.5071 -1.7042 -5.2244
42 H -0.0307 -2.6341 -4.8776
43 H -1.5026 -3.2427 -4.2695
44 H -2.2194 -3.4622 -6.7924
45 H -1.0001 -4.5670 -6.0590
46 H -0.2965 -3.7987 -8.2278
47 H 0.8398 -3.1994 -6.9469
48 H -0.2972 -0.9387 -6.9881
49 H -1.0234 -1.4824 -8.5225
50 H 2.6881 -2.6087 -8.0416
51 H 2.1762 -1.3968 -6.8793
52 H 3.7383 -0.8735 -9.4134
53 H 4.2471 -0.5087 -7.7891
54 H 2.9548 1.3909 -8.9876
55 H 2.2655 1.1101 -7.4396
56 H 0.8850 0.5779 -9.9238
57 H 0.2517 0.8146 -8.3820
58 H 0.1928 -1.9022 -10.5547
59 H 1.4003 -3.0749 -9.7047
60 H 1.9151 -1.6856 -10.6263
61 C -0.0128 -5.7754 -2.4825
62 C 1.0453 -6.6514 -3.1262
63 C 2.1569 -6.9914 -2.1168
64 C 2.9939 -8.1153 -2.5734
65 N 4.0590 -8.5792 -1.5068
66 C 4.9224 -9.7385 -2.1726
67 C 4.1093 -11.0329 -1.9900
68 C 3.4803 -10.8014 -0.6741
69 C 3.4920 -9.3232 -0.2700
70 C 4.9572 -7.3914 -1.1573
71 H -0.8580 -5.5261 -3.1241
72 H 0.2580 -4.8061 -2.0641
73 H -0.4240 -6.4387 -1.7216
74 H 1.4517 -6.2622 -4.0597
75 H 0.5287 -7.5231 -3.5279
76 H 1.6264 -7.3967 -1.2552
77 H 2.5744 -6.0328 -1.8088
78 H 3.4825 -7.8029 -3.4963
79 H 2.4279 -9.0068 -2.8433
80 H 5.8370 -9.9318 -1.6119
81 H 5.1914 -9.4315 -3.1832
82 H 4.7744 -11.8963 -1.9744
83 H 3.4284 -11.1294 -2.8357
84 H 4.0057 -11.3823 0.0840
85 H 2.5050 -11.2865 -0.7134
86 H 4.0366 -9.2196 0.6685
87 H 2.4952 -8.8987 -0.1502
88 H 5.0039 -6.7060 -2.0036
89 H 5.9241 -7.8649 -0.9869
90 H 4.5257 -6.8550 -0.3123
91 C 0.4691 -2.1412 0.0436
92 C 0.6935 -1.8205 -1.4036
93 C -0.0143 -0.4940 -1.8159
94 C -1.5704 -0.3653 -1.4931
95 N -2.2230 0.8054 -2.2150
96 C -3.6577 0.9617 -1.6391
97 C -4.6207 1.4055 -2.7899
98 C -3.7810 1.3672 -4.0253
99 C -2.5299 0.4693 -3.6595
100 C -1.5096 2.2278 -2.1580
101 H 1.0247 -3.0014 0.4171
102 H -0.5842 -2.3044 0.2714
103 H 0.8421 -1.3271 0.6651
104 H 0.2112 -2.6215 -1.9638
105 H 1.7349 -1.8552 -1.7236
106 H -0.0243 -0.4195 -2.9034
107 H 0.6502 0.2903 -1.4534
108 H -1.8148 -0.1506 -0.4528
109 H -2.0514 -1.2923 -1.8055
110 H -3.6448 1.6997 -0.8371
111 H -3.9931 -0.0044 -1.2619
112 H -4.9281 2.4286 -2.5736
113 H -5.4308 0.6794 -2.8583
114 H -3.5283 2.4004 -4.2633
115 H -4.2524 1.0194 -4.9445
116 H -1.5571 0.6657 -4.1101
117 H -2.8395 -0.5700 -3.5490
118 H -1.2641 2.3445 -1.1024
119 H -2.1477 3.0218 -2.5458
120 H -0.6160 2.0856 -2.7656
121 C 1.0340 5.3576 -3.0614
122 C -0.1568 6.2309 -3.2826
123 C -0.4364 7.2403 -2.2019
124 C -1.6719 8.0374 -2.6111
125 N -2.2783 9.1004 -1.5942
126 C -3.1774 10.0939 -2.3291
127 C -3.2130 11.4129 -1.5839
128 C -1.9286 11.3374 -0.7534
129 C -1.2092 10.0453 -1.0149
130 C -3.0750 8.4055 -0.4152
131 H 1.9174 5.9803 -3.2029
132 H 1.0978 4.6918 -3.9221
133 H 1.0347 4.8134 -2.1170
134 H -0.9700 5.5066 -3.2374
135 H -0.1634 6.5770 -4.3162
136 H 0.4418 7.8809 -2.1212
137 H -0.3773 6.6777 -1.2701
138 H -2.5076 7.3475 -2.7274
139 H -1.4914 8.6194 -3.5149
140 H -4.1663 9.6751 -2.5155
141 H -2.7927 10.1926 -3.3442
142 H -4.0372 11.3010 -0.8795
143 H -3.3479 12.2421 -2.2784
144 H -2.2418 11.3994 0.2888
145 H -1.2324 12.1415 -0.9920
146 H -0.6786 9.6179 -0.1641
147 H -0.4892 10.1580 -1.8256
148 H -2.4638 7.7168 0.1680
149 H -3.8579 7.8822 -0.9642
150 H -3.4011 9.0882 0.3694
151 C -3.0947 4.4089 0.6399
152 C -3.1089 5.5207 1.6911
153 C -2.9870 5.1039 3.1483
154 C -2.9125 6.3378 4.1545
155 P -2.3267 5.9978 5.8172
156 C -0.5238 6.1015 5.8793
157 C 0.2801 5.2279 4.8696
158 C 1.8161 5.5707 4.8770
159 C 2.6332 4.4715 4.0997
160 C -3.2328 7.0886 7.0383
161 C -2.9366 8.5927 7.0930
162 C -3.2950 9.2768 8.4221
163 C -2.3483 8.9234 9.5385
164 C -2.8341 4.2829 6.2254
165 C -4.3688 3.9834 6.3137
166 C -4.7854 2.5793 5.8491
167 C -6.2751 2.1852 6.0784
168 H -3.7405 3.6067 0.9968
169 H -2.0829 4.0712 0.4157
170 H -3.4640 4.7925 -0.3113
171 H -4.0921 5.9821 1.5981
172 H -2.4333 6.3555 1.5047
173 H -2.1411 4.4165 3.1617
174 H -3.9162 4.5481 3.2737
175 H -3.8754 6.8097 4.3502
176 H -2.2162 7.0987 3.8020
177 H -0.2643 5.9452 6.9264
178 H -0.2270 7.1460 5.7847
179 H -0.1381 5.4212 3.8817
180 H 0.2819 4.1430 4.9750
181 H 2.2895 5.5698 5.8588
182 H 1.9915 6.5946 4.5469
183 H 3.6964 4.4890 4.3395
184 H 2.5213 4.7090 3.0418
185 H 2.2942 3.4482 4.2611
186 H -3.0716 6.5498 7.9719
187 H -4.2979 6.9108 6.8897
188 H -3.4471 9.1933 6.3402
189 H -1.8992 8.8393 6.8668
190 H -4.2280 8.8131 8.7424
191 H -3.3240 10.3657 8.3831
192 H -1.9634 7.9066 9.4606
193 H -2.6631 9.1199 10.5634
194 H -1.4978 9.6002 9.4570
195 H -2.3102 4.0734 7.1580
196 H -2.4579 3.6445 5.4260
197 H -4.9883 4.6459 5.7091
198 H -4.6459 4.1074 7.3605
199 H -4.1857 1.8110 6.3372
200 H -4.6949 2.4989 4.7658
201 H -6.7741 1.5082 5.3851
202 H -6.8878 3.0792 6.1943
203 H -6.3128 1.5557 6.9674
204 C 4.8446 -7.8667 6.3590
205 C 5.8368 -6.7480 6.7215
206 C 5.4420 -5.2533 6.3249
207 C 5.1168 -5.0740 4.7570
208 P 6.4199 -5.0722 3.5628
209 C 5.7943 -4.3566 2.0175
210 C 5.2848 -2.8427 2.0035
211 C 5.1618 -2.3574 0.5215
212 C 4.0132 -3.0974 -0.1725
213 C 7.8267 -4.0827 4.0862
214 C 8.8262 -4.7520 4.9872
215 C 9.0718 -3.9826 6.3273
216 C 10.1098 -4.7746 7.1412
217 C 6.9816 -6.7206 3.2920
218 C 8.3674 -6.8552 2.4987
219 C 9.3931 -7.8507 3.1156
220 C 10.6600 -8.0054 2.1071
221 H 3.8510 -7.4192 6.3818
222 H 4.9148 -8.6830 7.0780
223 H 4.9877 -8.3383 5.3867
224 H 6.8021 -7.0523 6.3169
225 H 6.0589 -6.8745 7.7811
226 H 6.1702 -4.5013 6.6287
227 H 4.5314 -4.9870 6.8615
228 H 4.4905 -4.1878 4.6549
229 H 4.5417 -5.9675 4.5140
230 H 5.0692 -5.0703 1.6265
231 H 6.6946 -4.2880 1.4069
232 H 6.0372 -2.2056 2.4683
233 H 4.3234 -2.7701 2.5120
234 H 6.1676 -2.4087 0.1045
235 H 4.9142 -1.2962 0.4968
236 H 4.1971 -4.1326 -0.4598
237 H 3.7264 -2.5791 -1.0876
238 H 3.2424 -3.0497 0.5967
239 H 7.2979 -3.2629 4.5724
240 H 8.1143 -3.8122 3.0703
241 H 9.7794 -4.8190 4.4628
242 H 8.4627 -5.7605 5.1846
243 H 8.1925 -3.8442 6.9564
244 H 9.5138 -3.0090 6.1151
245 H 10.8175 -5.2769 6.4817
246 H 9.7250 -5.5591 7.7930
247 H 10.5927 -4.0720 7.8204
248 H 6.1658 -7.2598 2.8104
249 H 6.9792 -7.1127 4.3091
250 H 8.6651 -5.8131 2.3827
251 H 8.1459 -7.2785 1.5190
252 H 8.9943 -8.8531 3.2712
253 H 9.7079 -7.5995 4.1285
254 H 10.4468 -8.4794 1.1491
255 H 11.4024 -8.6445 2.5853
256 H 11.1107 -7.0386 1.8829
257 C -4.5695 5.2719 -5.3218
258 C -4.5418 6.0308 -3.9985
259 O -4.6162 7.3090 -4.0688
260 O -4.3545 5.4081 -2.9131
261 H -4.6116 4.1838 -5.2732
262 H -3.6417 5.6021 -5.7890
263 H -5.3754 5.6972 -5.9199
264 C -3.4771 0.0451 -8.4314
265 C -2.9964 0.6227 -9.7393
266 O -1.7532 0.8649 -9.8264
267 O -3.8543 0.8331 -10.6341
268 H -2.7483 -0.5050 -7.8362
269 H -4.2974 -0.6206 -8.6998
270 H -3.8410 0.8817 -7.8348
271 C -1.1265 3.8244 -6.0214
272 C 0.1736 3.0080 -6.2585
273 O 0.3169 1.9720 -5.5629
274 O 1.0039 3.3994 -7.0813
275 H -1.3886 3.8576 -4.9639
276 H -1.9094 3.3656 -6.6252
277 H -0.9669 4.7914 -6.4984
278 C -6.4084 -2.2057 -3.6909
279 C -5.4203 -2.2334 -2.4601
280 O -5.9339 -1.6812 -1.4235
281 O -4.2163 -2.6573 -2.5538
282 H -6.9765 -1.2771 -3.7450
283 H -6.9606 -3.1355 -3.5539
284 H -5.7898 -2.3385 -4.5784
285 O -1.2420 1.9526 3.2360
286 C -1.1071 0.8748 2.4389
287 O -0.5499 1.1287 1.4035
288 O -1.6055 -0.2260 2.7895
289 H -1.0263 2.2131 2.3376

LUMO level in Ha: -0.1682
HOMO energy in eV: -7.4
Kohn-Sham gap in eV: 2.9
Net charge: +2

These are the Mulliken partial charges, in e, on atoms 1 to 8: atom 1 (C): -1.485, atom 2 (C): 0.501, atom 3 (C): -0.993, atom 4 (C): 0.012, atom 5 (N): 0.909, atom 6 (C): -0.517, atom 7 (C): -1.057, atom 8 (C): -0.404